(1)
Molecular formula: C23H64O37S7
Method: DFT, wB97M-V/def2-TZVPD

The geometry in ORCA input format:
```
! wB97M-V def2-TZVPD RIJCOSX def2/J DEFGRID3
* xyz 0 1
C 7.042 -2.146 -0.277
O 7.020 -1.696 -1.625
H 6.857 -3.179 -0.160
H 7.961 -1.880 0.217
H 6.184 -1.662 0.253
H 6.682 -2.308 -2.226
C 3.806 4.649 -0.504
O 3.209 3.415 -0.219
H 3.243 5.236 -1.204
H 4.129 5.293 0.301
H 4.718 4.362 -1.053
H 3.228 3.060 0.682
C -3.257 3.609 0.741
O -2.287 2.611 0.865
H -3.152 4.136 -0.166
H -4.250 3.138 0.707
H -3.217 4.369 1.544
H -1.469 3.018 0.446
C 2.733 3.398 3.774
O 3.006 2.591 2.628
H 2.412 4.389 3.417
H 2.083 2.970 4.519
H 3.752 3.586 4.276
H 2.639 1.696 2.844
C 4.587 1.283 -1.768
O 5.168 0.398 -2.658
H 5.189 2.156 -1.529
H 3.617 1.629 -2.070
H 4.408 0.769 -0.757
H 5.881 -0.142 -2.357
C -0.646 5.849 -0.115
O -0.671 4.485 -0.418
H -0.414 6.532 -0.887
H -1.599 6.051 0.307
H 0.039 6.059 0.755
H 0.138 4.235 -0.858
C 2.060 -0.216 -5.060
O 2.550 -0.178 -3.720
H 1.964 0.861 -5.340
H 2.757 -0.715 -5.727
H 1.064 -0.712 -5.067
H 3.524 0.105 -3.593
C -0.600 0.780 3.644
O 0.694 0.301 3.503
H -0.779 1.685 3.030
H -1.323 0.051 3.239
H -0.888 0.937 4.731
H 0.907 -0.622 3.665
C 1.052 1.255 0.503
O 0.907 1.394 -0.898
H 2.041 0.893 0.825
H 0.881 2.215 1.006
H 0.382 0.555 0.909
H 1.563 2.106 -1.088
C -4.730 0.310 2.160
C -4.307 -0.154 0.771
O -5.190 -1.265 0.514
S -6.597 -1.199 1.366
O -6.542 -2.438 2.029
O -7.785 -0.961 0.584
O -6.176 0.153 2.148
H -4.638 1.322 2.447
H -4.283 -0.415 2.854
H -3.250 -0.562 0.789
H -4.422 0.511 -0.087
C 1.428 -4.570 3.145
C 1.788 -5.058 1.723
O 2.560 -3.947 1.115
S 3.264 -3.128 2.223
O 3.057 -1.793 1.880
O 4.650 -3.457 2.391
O 2.431 -3.583 3.466
H 1.615 -5.260 3.884
H 0.472 -4.099 3.252
H 0.893 -5.076 1.064
H 2.384 -5.995 1.674
C -3.197 -4.372 -0.674
C -2.721 -2.925 -0.694
O -2.391 -2.692 0.656
S -2.795 -3.874 1.671
O -3.686 -3.418 2.711
O -1.645 -4.685 1.907
O -3.687 -4.655 0.658
H -2.384 -5.014 -0.888
H -4.019 -4.617 -1.332
H -3.415 -2.116 -0.837
H -1.875 -2.788 -1.369
C -1.902 5.377 -5.014
C -2.273 3.928 -5.444
O -1.354 3.100 -4.678
S 0.001 3.804 -4.419
O 0.986 3.572 -5.407
O 0.517 3.527 -3.100
O -0.588 5.305 -4.457
H -2.658 5.729 -4.264
H -1.767 6.125 -5.873
H -2.096 3.878 -6.582
H -3.290 3.632 -5.205
C -2.543 -4.001 6.049
C -3.178 -2.678 5.652
O -2.243 -1.692 6.049
S -0.748 -2.326 5.971
O 0.121 -1.630 6.857
O -0.305 -2.353 4.597
O -1.141 -3.783 6.385
H -2.470 -4.787 5.290
H -3.000 -4.503 6.875
H -4.086 -2.494 6.185
H -3.300 -2.682 4.597
C 2.760 -2.394 -1.858
C 1.615 -1.728 -1.254
O 0.540 -2.695 -1.326
S 0.754 -3.852 -2.370
O -0.321 -3.787 -3.280
O 1.085 -5.027 -1.605
O 2.124 -3.274 -2.954
H 3.310 -3.007 -1.114
H 3.399 -1.721 -2.417
H 1.317 -0.872 -1.809
H 1.908 -1.462 -0.248
C -1.776 0.600 -2.145
C -0.978 0.168 -3.338
O -1.958 0.109 -4.458
S -3.439 0.275 -3.969
O -4.254 -0.853 -4.416
O -3.892 1.595 -4.238
O -3.068 -0.006 -2.447
H -1.929 1.735 -2.080
H -1.497 0.304 -1.133
H -0.518 -0.802 -3.072
H -0.197 0.812 -3.716
*
```

Properties
Energy relative to the best compared isomer or geometry (same formula, charge and spin): 0.00 kcal/mol
Calculated total energy: -6485.5822 Ha
HOMO-LUMO gap: 10.252 eV
LUMO level: 0.22 eV

=====

(2)
Molecular formula: C4H7B3ClNO6Pt
Method: DFT, wB97M-V/def2-TZVPD

The geometry in ORCA input format:
```
! wB97M-V def2-TZVPD RIJCOSX def2/J DEFGRID3
* xyz 2 1
N -3.297 -0.915 -1.199
B -1.965 -0.410 -1.166
O -1.701 0.853 -0.645
B -0.387 1.183 -0.645
C 0.315 1.966 0.556
C 0.159 1.193 1.817
O -0.432 0.178 1.971
O 0.823 1.780 2.935
O 0.365 0.750 -1.715
B 0.280 -0.632 -1.670
C 1.603 -1.504 -1.490
C 1.517 -2.030 -0.075
O 2.020 -1.483 0.860
Cl 0.566 -3.486 0.105
O -0.955 -1.210 -1.707
H -3.284 -1.929 -1.227
H -3.822 -0.660 -0.369
H 1.361 2.185 0.332
H -0.192 2.919 0.715
H 0.473 1.404 3.766
H 1.625 -2.332 -2.185
H 2.460 -0.859 -1.587
Pt 2.468 3.038 2.624
*
```

Properties
Calculated total energy: -1316.3046 Ha
HOMO-LUMO gap: 2.286 eV
LUMO level: -14.22 eV

=====

(3)
Molecular formula: C24H33N3O2
Method: DFT, wB97M-V/def2-TZVPD

The geometry in ORCA input format:
```
! wB97M-V def2-TZVPD RIJCOSX def2/J DEFGRID3
* xyz 0 1
C 0.711 1.371 -3.793
O 0.612 2.457 -2.909
C 1.338 2.411 -1.737
C 2.161 1.374 -1.340
C 2.841 1.434 -0.126
C 3.685 0.277 0.335
N 3.112 -0.325 1.533
C 3.893 -1.420 2.075
C 3.754 -2.733 1.293
C 2.280 -3.112 1.160
C 1.508 -1.949 0.521
N 0.142 -2.342 0.231
C -0.479 -1.790 -0.951
C -1.230 -0.476 -0.701
N -2.227 -0.709 0.327
C -3.278 0.226 0.402
C -3.391 1.133 1.453
C -4.451 2.019 1.521
C -5.418 2.015 0.533
C -5.325 1.104 -0.504
C -4.277 0.199 -0.584
C -4.256 -0.814 -1.690
C -1.590 -1.109 1.565
C -0.813 -2.413 1.315
C 1.717 -0.703 1.408
C 2.689 2.550 0.681
C 1.870 3.594 0.293
C 1.187 3.537 -0.911
O 0.380 4.563 -1.287
H 0.354 0.445 -3.331
H 0.072 1.620 -4.640
H 1.738 1.232 -4.144
H 2.281 0.503 -1.967
H 4.681 0.640 0.613
H 3.810 -0.438 -0.494
H 4.941 -1.112 2.116
H 3.547 -1.581 3.102
H 4.194 -2.619 0.299
H 4.304 -3.522 1.809
H 2.164 -4.008 0.548
H 1.872 -3.326 2.150
H 1.969 -1.747 -0.452
H 0.278 -1.651 -1.726
H -1.205 -2.530 -1.310
H -1.720 -0.145 -1.616
H -0.521 0.313 -0.392
H -2.637 1.156 2.225
H -4.513 2.716 2.343
H -6.246 2.707 0.575
H -6.094 1.080 -1.264
H -5.272 -1.101 -1.952
H -3.703 -1.696 -1.379
H -3.786 -0.409 -2.588
H -2.365 -1.293 2.312
H -0.906 -0.335 1.948
H -0.305 -2.720 2.229
H -1.541 -3.191 1.050
H 1.174 0.155 1.009
H 1.351 -0.907 2.419
H 3.207 2.590 1.626
H 1.742 4.467 0.913
H -0.008 4.338 -2.143
*
```

Properties
SMILES: COc1cc(CN2CCC[C@@H](N3CCN(c4ccccc4C)CC3)C2)ccc1O
Energy relative to the best compared isomer or geometry (same formula, charge and spin): 43.47 kcal/mol
Calculated total energy: -1249.0547 Ha
HOMO-LUMO gap: 8.277 eV
LUMO level: 0.63 eV